No. 1
ORCA calculation (the ωB97M-V functional and the def2-TZVPD basis) on a 16-piece molecular cluster, C23H13Cl60N2O overall in a non-equilibrium geometry.

Structure (XYZ):
```
99
Properties=species:S:1:pos:R:3:forces:R:3
C -2.663109 -1.706388 6.739552 -0.16 -0.24 -0.94
C -2.903806 -2.214481 5.495555 -0.13 0.28 0.33
C -3.443352 -1.409497 4.331887 -1.34 -0.43 0.68
C -4.071057 -0.119494 4.742238 -0.11 0.29 -0.12
C -3.604391 1.169691 4.683534 -0.21 -1.27 0.16
N -4.572551 1.960955 5.237949 0.16 0.53 -0.01
C -5.609337 1.224850 5.609955 0.49 -0.15 -0.31
N -5.336789 -0.042966 5.310346 -0.48 0.22 0.30
C -6.365815 -1.066675 5.630437 -0.27 0.10 -0.23
C -6.437216 -2.250441 4.700755 0.00 -0.35 0.15
O -6.714622 -1.802159 3.389399 0.27 0.10 0.17
H -3.477581 -1.325920 7.349637 0.41 1.72 -0.42
H -1.638616 -1.690273 7.092974 -0.31 -1.55 1.14
H -2.644179 -3.247672 5.271079 1.55 0.46 -0.61
H -4.144819 -1.944691 3.693230 0.11 -0.06 -0.19
H -2.570696 -1.211191 3.716021 0.07 0.08 0.07
H -2.653431 1.509574 4.322822 0.00 0.28 0.04
H -4.503070 2.960370 5.343545 -0.09 0.05 0.03
H -6.508051 1.589602 6.070172 -0.09 0.01 -0.01
H -7.323324 -0.556548 5.534432 0.01 0.17 0.00
H -6.276959 -1.365014 6.671719 0.27 -0.19 -0.02
H -7.233623 -2.895985 5.083779 -0.13 0.07 0.02
H -5.538781 -2.857184 4.754270 0.11 0.01 -0.08
H -6.433038 -2.491653 2.780869 -0.17 0.00 -0.19
C -1.819356 -0.706915 0.414205 -0.05 -0.08 -0.23
Cl -2.100434 0.342893 1.822353 0.06 0.20 -0.19
Cl -0.236709 -0.389219 -0.258011 0.06 0.14 0.38
Cl -1.920010 -2.398960 0.921902 -0.02 -0.02 0.07
Cl -3.093102 -0.392355 -0.778427 0.12 -0.20 0.27
C 1.047811 -2.280006 -3.830918 -0.03 0.04 -0.17
Cl -0.481837 -2.104707 -2.963297 -0.12 -0.16 -0.26
Cl 2.274473 -2.892919 -2.723908 0.03 0.06 0.00
Cl 0.849233 -3.410739 -5.169970 -0.02 0.00 0.01
Cl 1.518798 -0.695876 -4.480378 -0.12 -0.15 0.01
C 5.376811 0.360810 -1.723004 0.04 0.01 0.02
Cl 5.368818 1.702219 -0.570515 0.00 0.00 -0.02
Cl 5.651018 -1.156832 -0.856773 -0.01 -0.01 0.02
Cl 3.817801 0.278810 -2.550603 0.14 0.11 0.07
Cl 6.662240 0.599675 -2.904682 -0.01 0.04 -0.03
C 9.322358 0.729909 -6.306192 0.04 -0.05 -0.02
Cl 10.040443 0.947892 -7.900839 0.07 -0.04 0.09
Cl 9.129837 2.300994 -5.519797 -0.03 0.04 0.01
Cl 7.737993 -0.036206 -6.474470 -0.05 0.01 -0.02
Cl 10.365226 -0.292227 -5.313635 0.00 -0.01 0.02
C 12.986632 -3.004296 -3.499593 0.01 -0.01 -0.01
Cl 12.567756 -4.146172 -4.779097 -0.01 0.01 0.00
Cl 13.673001 -1.543855 -4.216679 0.01 0.01 0.00
Cl 11.529583 -2.578948 -2.591870 -0.01 0.01 0.00
Cl 14.165502 -3.739964 -2.411812 -0.01 0.01 0.00
C 10.235661 5.951292 -3.483829 0.00 -0.03 0.03
Cl 9.057089 4.713527 -3.030106 -0.03 -0.02 0.04
Cl 9.486171 7.058394 -4.638029 0.52 -0.04 -0.11
Cl 10.735297 6.841529 -2.045117 -0.01 0.00 -0.02
Cl 11.640322 5.188294 -4.229371 -0.02 -0.01 0.01
C -5.832253 -5.223416 7.841362 -0.09 -0.12 0.03
Cl -6.254855 -6.322833 6.529883 0.04 0.08 0.01
Cl -4.958687 -3.823535 7.169106 0.10 -0.28 0.26
Cl -7.308187 -4.658322 8.637510 -0.01 0.04 -0.02
Cl -4.807106 -6.039782 9.008422 0.08 -0.01 -0.21
C -4.754118 -5.559321 13.345062 -0.01 -0.01 0.05
Cl -4.571721 -4.103916 14.326669 0.00 -0.01 -0.01
Cl -5.900437 -5.249165 12.035154 -0.10 0.06 0.17
Cl -3.188837 -6.002062 12.649765 0.01 0.00 -0.01
Cl -5.348665 -6.880725 14.348061 0.01 0.01 -0.01
C 4.919973 8.012237 -4.393246 0.01 0.04 -0.09
Cl 4.538524 9.717428 -4.131841 0.01 -0.03 0.00
Cl 6.665109 7.808141 -4.574285 -0.47 0.04 0.14
Cl 4.364673 7.064761 -3.007281 -0.01 -0.01 0.01
Cl 4.113445 7.439756 -5.855382 -0.04 -0.03 -0.02
C -0.764048 2.944455 -3.371599 0.06 0.04 -0.02
Cl 0.947293 2.855347 -2.928851 0.06 0.01 -0.03
Cl -1.359125 4.584030 -3.114082 0.00 0.02 0.00
Cl -0.961992 2.500823 -5.067133 0.02 -0.01 0.01
Cl -1.668960 1.816909 -2.355526 -0.04 0.20 -0.22
C -7.230553 -0.237587 -1.249081 -0.01 0.02 -0.07
Cl -6.650021 -0.474821 0.410442 -0.01 0.02 0.03
Cl -7.691316 1.450512 -1.469195 0.02 -0.01 0.02
Cl -5.944183 -0.649589 -2.390662 -0.08 -0.01 -0.03
Cl -8.624026 -1.276436 -1.534714 0.02 0.00 0.01
C 3.758111 3.583751 -7.758602 0.06 -0.01 0.00
Cl 3.448511 5.094419 -8.618858 0.02 0.01 -0.02
Cl 2.793818 3.545338 -6.279555 -0.07 -0.03 0.06
Cl 3.323995 2.219422 -8.791909 -0.01 0.00 0.02
Cl 5.468929 3.476255 -7.334610 0.05 0.02 0.03
C 8.419953 2.073904 -11.587416 0.00 0.01 0.01
Cl 7.448744 0.835840 -12.388293 0.00 -0.01 0.00
Cl 10.081548 1.489429 -11.407905 -0.02 0.01 0.00
Cl 8.419430 3.546053 -12.561258 0.01 -0.01 0.00
Cl 7.736581 2.419900 -9.997261 -0.10 0.05 -0.08
C -8.566305 -9.662822 4.814307 -0.03 -0.04 -0.01
Cl -8.839951 -8.506858 6.124063 -0.08 -0.04 0.00
Cl -6.931763 -9.433613 4.174085 0.02 0.01 0.00
Cl -8.732292 -11.304360 5.431495 0.01 0.02 -0.01
Cl -9.744687 -9.387743 3.530360 0.01 0.01 0.00
C -4.548523 6.972674 -3.936745 0.00 -0.01 -0.03
Cl -4.044388 6.388918 -5.522892 0.00 -0.01 0.01
Cl -5.093387 5.605628 -2.953386 0.00 -0.01 0.01
Cl -3.181106 7.758955 -3.137630 0.01 -0.01 0.01
Cl -5.867367 8.129207 -4.120214 0.01 -0.01 0.01
```
Positions in Å, forces in eV/Å.

For the total energy, the calculation gives -780421.7640 eV. The charge is +1. The molecular weight is 2460.6 g/mol. The calculation puts the HOMO-LUMO gap at 8.7562 eV.

=====

No. 2
ORCA calculation (the ωB97M-V functional and the def2-TZVPD basis) on C23H14F3IrNO5 as an isolated structure.

Structure (XYZ):
```
47
Properties=species:S:1:pos:R:3:forces:R:3
Ir 0.486978 -0.656705 1.406698 0.17 -0.03 0.01
O 2.321721 -4.900460 5.201506 -0.01 0.00 0.00
C 1.958690 -3.920005 4.360833 0.01 -0.01 0.00
C 2.892489 -3.220997 3.585310 0.00 0.00 0.00
C 2.424376 -2.234351 2.752196 0.00 0.01 0.04
N 1.119161 -1.979116 2.719436 -0.02 0.03 0.01
C 0.196932 -2.628774 3.432778 0.03 0.05 0.03
C 0.589809 -3.626717 4.286859 0.01 0.00 0.01
C -1.230253 -2.144325 3.156649 -0.02 -0.22 -0.10
O -2.142821 -2.622017 3.786388 0.00 0.08 0.03
O -1.325184 -1.254052 2.204127 -0.03 0.13 0.01
C 3.244812 -1.356456 1.800746 0.00 -0.11 -0.05
O 4.448725 -1.464781 1.802834 -0.01 0.04 0.01
O 2.533387 -0.563393 1.048033 -0.04 0.03 -0.04
H 3.276268 -5.035515 5.176286 0.01 0.00 0.00
H 3.953449 -3.434058 3.618509 0.00 0.01 -0.01
H -0.134035 -4.169705 4.877160 -0.01 0.01 -0.01
C 0.735881 0.754118 2.877216 -0.14 0.18 -0.02
C 0.260176 1.725334 1.883485 0.01 -0.22 0.08
C -1.125212 1.921792 1.710141 -0.01 0.05 0.00
C -1.586626 2.697911 0.669168 -0.01 -0.01 0.01
C -0.681425 3.274205 -0.215328 0.02 0.00 0.01
C 0.690901 3.111654 -0.042443 0.02 0.00 0.01
C 1.164886 2.340656 0.995081 0.00 0.03 -0.02
H 0.059976 0.567960 3.708964 0.00 -0.02 -0.03
H 1.775279 0.849786 3.180535 0.02 -0.04 -0.08
H -1.814214 1.419134 2.377215 0.00 0.01 0.00
H -2.649869 2.830118 0.522201 0.00 0.00 0.00
H -1.047120 3.858695 -1.050049 -0.01 0.00 0.00
H 1.381459 3.564890 -0.740509 0.00 0.00 0.00
H 2.225124 2.157326 1.113651 0.00 0.00 0.01
F -3.189114 0.650324 -7.277795 0.07 0.09 0.02
C -2.281752 1.525044 -6.797351 0.00 0.00 -0.02
F -2.888952 2.732366 -6.771556 0.04 -0.11 -0.03
F -1.287249 1.604066 -7.698419 -0.10 0.00 0.05
C -1.792572 1.125583 -5.435573 -0.01 0.00 -0.02
C -2.729947 0.827504 -4.453402 0.00 0.00 0.00
C -2.309064 0.479199 -3.184693 0.00 0.00 -0.01
C -0.944658 0.426459 -2.882241 0.01 0.00 0.01
C -0.015070 0.725693 -3.879034 -0.01 0.00 0.00
C -0.436879 1.074234 -5.151743 0.00 0.00 0.00
C -0.507188 0.080950 -1.562519 0.00 0.00 -0.01
C -0.133090 -0.201118 -0.444707 0.00 0.00 0.09
H -3.786170 0.864576 -4.686780 0.00 0.00 0.00
H -3.028279 0.240403 -2.413061 0.00 0.00 0.00
H 1.039779 0.679925 -3.645000 0.00 0.00 0.00
H 0.286486 1.302644 -5.921803 0.00 0.00 0.00
```
Positions in Å, forces in eV/Å.

For the total energy, the calculation gives -46796.2023 eV. The charge is 0. The spin multiplicity is 2. The molecular weight is 633.6 g/mol. The calculation puts the HOMO-LUMO gap (spin up / spin down) at 7.4830 / 6.2665 eV.

=====

No. 3
ORCA calculation (the ωB97M-V functional and the def2-TZVPD basis) on C23H15BrCl3N3ORb as an isolated structure in a non-equilibrium geometry.

Structure (XYZ):
```
47
Properties=species:S:1:pos:R:3:forces:R:3
Rb -0.198606 0.295542 0.095288 -0.80 0.17 -0.69
Br 5.368769 -3.052419 5.118486 0.00 0.05 0.00
C 4.175077 -2.054027 4.008665 0.11 -0.11 0.10
C 4.150913 -0.650689 4.097312 -0.10 -0.11 -0.12
C 3.294837 0.046029 3.297647 0.08 0.07 0.08
C 2.389230 -0.576530 2.357383 0.07 -0.10 0.09
O 1.626377 0.127531 1.660964 0.97 -0.21 0.73
C 2.445224 -2.024788 2.299834 0.10 0.07 0.09
C 1.661072 -2.882338 1.449739 -0.06 -0.13 -0.07
N 0.731122 -2.597400 0.603652 0.16 0.25 0.07
C 0.127612 -3.641687 -0.120198 0.00 -0.21 -0.01
C 0.402116 -4.989635 0.019797 0.04 0.03 0.06
C -0.251579 -5.983932 -0.728267 -0.06 0.01 -0.06
C -1.200393 -5.654002 -1.650630 0.03 -0.01 0.02
C -1.517945 -4.292677 -1.851561 0.00 0.01 0.05
C -2.489972 -3.894887 -2.799718 0.05 0.05 0.04
C -2.756798 -2.571620 -2.976970 0.00 -0.14 -0.03
C -2.048512 -1.637809 -2.190049 -0.01 0.04 -0.03
N -1.163676 -1.969837 -1.288990 0.03 -0.25 -0.16
C -0.868003 -3.281621 -1.097937 -0.08 -0.04 -0.07
C 3.355100 -2.709690 3.139633 -0.09 0.05 -0.07
H 4.805538 -0.141700 4.793345 0.00 0.01 -0.01
H 3.258351 1.127476 3.346500 -0.03 0.00 -0.02
H 1.952847 -3.929476 1.595110 0.01 0.01 0.00
H 1.142320 -5.326652 0.730998 -0.01 0.02 0.02
H 0.006486 -7.022187 -0.557705 0.01 0.00 0.00
H -1.716495 -6.408874 -2.232024 0.01 -0.01 0.01
H -3.002770 -4.662111 -3.369166 -0.02 0.02 -0.02
H -3.494162 -2.233886 -3.692819 0.01 0.04 0.00
H -2.233093 -0.575161 -2.313902 -0.03 0.00 0.09
H 3.391615 -3.792211 3.089028 0.00 0.00 0.00
C -3.314879 0.837130 -0.097006 -0.08 0.10 -0.32
C -2.919261 1.297239 1.167233 -0.05 0.26 0.12
C -2.129860 2.451613 0.981886 -0.22 0.20 0.02
C -2.036119 2.701631 -0.402592 -0.10 0.27 0.20
C -2.770278 1.709244 -1.069455 -0.27 -0.22 -0.04
H -3.960293 -0.008743 -0.300118 0.04 -0.04 0.04
H -3.214571 0.880441 2.121537 0.06 -0.06 -0.01
H -1.729029 3.079039 1.767699 0.10 -0.07 0.00
H -1.541640 3.548470 -0.862255 0.04 -0.03 -0.01
H -2.954419 1.661008 -2.136961 0.07 -0.01 -0.01
Cl 1.933630 -0.936544 -5.822887 0.45 -0.07 0.66
C 2.983726 -1.115207 -4.298508 -0.96 0.21 -1.58
Cl 3.466120 -2.785068 -4.206914 0.17 -0.21 0.34
Cl 4.340490 -0.028560 -4.480446 0.27 0.06 0.23
C 2.110616 -0.703130 -3.217133 0.03 -0.01 0.26
N 1.383869 -0.331198 -2.414200 0.10 0.02 0.01
```
Positions in Å, forces in eV/Å.

For the total energy, the calculation gives -138877.9193 eV. The charge is -1. The molecular weight is 621.1 g/mol. The calculation puts the HOMO-LUMO gap at 5.1746 eV.